[1]
{"formula": "C5H13NO2", "method": "ωB97M-V with the def2-TZVPD basis set", "spin_multiplicity": 2, "total_charge": 1, "s_squared": 0.7544, "e_homo_ev": [-14.9, -14.9], "gap_ev": [11.213, 6.977], "species": ["H", "H", "C", "H", "H", "H", "N", "O", "H", "C", "C", "H", "O", "C", "H", "H", "H", "H", "H", "H", "C"], "coordinates": [[-0.304347, 1.573013, 1.825230], [0.867823, -3.287539, -0.608193], [-0.977057, 0.962340, -2.111737], [-2.036720, 0.729173, -2.138551], [-1.105962, 0.748580, -0.017757], [1.196407, -1.141614, 0.753719], [-0.159242, -0.908552, -0.736521], [-0.832608, 1.108207, 2.490748], [-0.771684, -1.440058, -1.355955], [0.328933, -3.070982, 0.305921], [-0.369767, 0.515205, -0.793282], [0.948298, -3.485757, 1.084492], [1.014229, 2.063413, 0.424368], [0.233052, -1.568753, 0.461194], [-0.919906, 2.048420, -2.165703], [1.785154, 1.051142, -1.113072], [-0.438498, 0.613102, -2.987065], [-0.643135, -3.538332, 0.236071], [-0.405799, 1.268632, 3.341525], [-0.424980, -1.134650, 1.242399], [0.930645, 1.269194, -0.455620]], "forces_ev_per_angstrom": [[0.1, 0.3, 0.5], [0.1, 0.0, -0.3], [0.2, 0.6, -0.1], [0.0, -0.3, -0.2], [0.1, 0.0, 0.4], [0.3, 0.1, 0.1], [-1.3, 0.2, 0.3], [0.1, -0.3, -0.4], [0.4, -0.2, -0.3], [0.0, 0.4, -0.3], [0.0, 0.1, -0.2], [-0.2, -0.2, 0.5], [-0.2, 0.2, 0.4], [0.7, 0.2, 0.1], [0.0, 0.1, 0.1], [0.1, 0.0, -0.2], [0.0, -0.3, -0.1], [-0.2, -0.2, 0.3], [-0.1, 0.1, -0.2], [-0.1, -0.4, 0.1], [0.2, -0.3, -0.4]]}

***

[2]
{"formula": "CH5IN2S", "method": "ωB97M-V with the def2-TZVPD basis set", "total_charge": 0, "e_homo_ev": [-7.5, -7.5], "gap_ev": [7.251, 7.253], "species": ["S", "N", "I", "C", "N", "H", "H", "H", "H", "H"], "coordinates": [[0.956304, -0.601790, -1.388972], [0.435442, 0.850745, -1.398468], [2.851087, -0.961042, 0.317775], [-1.069819, 0.470365, 0.860611], [-0.674675, -0.763859, 0.633471], [0.938796, 1.537109, -1.944428], [-0.475854, 1.108983, 1.485307], [-1.945555, 0.849827, 0.371323], [-1.179823, -1.360023, -0.004753], [0.164096, -1.130316, 1.068134]], "forces_ev_per_angstrom": [[0.5, -0.3, -1.1], [-1.0, 0.5, 0.9], [0.1, -0.1, 0.4], [1.0, -1.4, -1.2], [-1.1, 1.5, 0.9], [0.2, -0.1, -0.2], [0.1, 0.0, 0.2], [-0.2, 0.0, -0.1], [0.1, 0.0, 0.1], [0.2, -0.1, -0.1]]}